Computed, not measured: a structure of composition C21H28N2O4S at a distorted geometry, with ωB97M-V with the def2-TZVPD basis set.

Last column: Mulliken charge in e.
Positions of all 56 atoms, in Å:
C1 -0.4016 -4.4094 0.4417  -0.986
C2 -1.7085 -3.9063 0.0819  -0.851
C3 -1.7248 -2.4000 -0.5421  -1.137
C4 -1.3463 -1.4560 0.4386  -1.187
H1 -0.3328 -1.7845 0.5716  0.207
H2 -2.0569 -1.5559 1.4265  0.220
C5 -1.5800 -0.1210 0.0510  2.912
C6 -0.5561 0.1217 -1.3953  -0.562
C7 -0.8645 0.0464 -2.6915  -0.756
S1 0.6784 0.0579 -3.5448  -0.359
C8 1.4792 0.4295 -1.9944  0.199
N1 0.6893 0.3061 -1.0673  -0.229
N2 2.9066 0.1552 -2.1822  -0.277
C9 3.8085 0.5521 -0.9813  0.792
C10 3.3828 0.4780 0.1879  0.169
C11 4.2719 0.5890 1.4367  -1.241
C12 5.7321 0.5580 1.0673  0.457
C13 6.0424 0.6364 -0.2394  -0.139
C14 5.2474 0.6709 -1.3906  -1.617
H3 5.4306 0.5875 -2.2427  0.808
H4 7.0798 0.7606 -0.6682  0.208
C15 6.5954 0.9751 2.2594  -1.370
H5 6.3834 0.4937 3.0694  0.570
H6 7.6118 0.5223 1.9737  0.336
H7 6.8511 2.1075 2.0913  0.253
H8 4.1066 0.6649 2.3332  0.738
H9 2.3565 0.2305 0.5516  0.122
H10 3.3225 0.4928 -3.0280  0.322
H11 -1.8366 -0.0994 -2.9739  0.757
C16 -2.9026 0.2581 -0.4370  -1.202
O1 -3.2986 0.8357 -1.6220  -0.739
O2 -3.7825 -0.0140 0.3764  0.048
C17 -5.1153 0.3285 0.3765  -0.643
C18 -5.5788 1.2717 1.2871  -1.399
H12 -6.6448 1.5546 1.1818  0.386
H13 -4.9311 2.4949 1.1388  0.129
H14 -5.3543 1.1027 2.1664  0.574
H15 -5.3403 0.5942 -0.4162  0.847
H16 -5.6881 -0.6008 0.6009  0.258
C19 -1.2003 1.1383 1.0839  -0.344
H17 -0.0893 0.5708 1.6182  0.208
H18 -2.0174 1.1095 1.9759  0.199
C20 -0.9184 2.3869 0.5014  -0.274
C21 -2.0684 2.8295 -0.2400  0.464
O3 -3.1898 3.2808 0.1636  -0.661
O4 -1.6111 3.0871 -1.5730  -0.422
H19 -2.4927 3.2825 -1.9997  0.414
H20 0.1702 2.2878 -0.1594  0.133
H21 -0.5927 3.1705 1.2223  0.451
H22 -1.3897 -2.4071 -1.3609  1.502
H23 -2.8796 -2.2086 -0.8723  0.069
H24 -2.3311 -4.5344 -0.6636  0.341
H25 -2.2494 -3.8404 0.9149  0.459
H26 -0.4191 -5.5277 0.7896  0.346
H27 0.2668 -4.4289 -0.4314  0.277
H28 0.0803 -3.7256 1.3379  0.217

Values from the calculation:
**E_LUMO**: 0.43 eV
**Net charge**: 0
**HOMO-LUMO gap**: 8.5 eV
**Molar mass**: 404.532 g/mol
**Highest occupied orbital energy**: -8.0 eV
**Energy relative to the best compared isomer or geometry (same formula, charge and spin)**: 17.508 eV

=====

Computed, not measured: the molecule C21H28N2O4S at a distorted geometry, with ωB97M-V with the def2-TZVPD basis set.

Last column: Mulliken charge in e.
Positions of all 56 atoms, in Å:
C1 6.6567 2.8438 0.2865  -0.824
H1 7.3145 3.5561 -0.2087  0.240
O1 5.8426 2.3083 -0.7293  -0.458
C2 4.9102 1.3788 -0.3995  0.953
C3 4.6843 0.8957 0.8870  -0.375
C4 3.7058 -0.0546 1.1061  -0.849
C5 2.9368 -0.5412 0.0526  0.077
C6 3.1646 -0.0543 -1.2379  -0.543
C7 4.1364 0.8912 -1.4586  -0.551
H2 4.3255 1.2781 -2.4471  0.435
H3 2.5667 -0.4347 -2.0502  0.468
C8 1.9130 -1.5327 0.2772  0.414
N1 1.1420 -2.0661 -0.6289  -0.579
C9 0.3312 -2.9402 0.0444  0.660
C10 0.6410 -2.8832 1.3774  0.595
O2 1.6565 -1.9985 1.5196  -0.384
C11 0.0794 -3.5678 2.5664  -1.478
H4 0.0856 -4.6478 2.4253  0.346
H5 0.6698 -3.3156 3.4428  0.337
H6 -0.9494 -3.2461 2.7228  0.261
C12 -0.7625 -3.6647 -0.6158  -1.060
H7 -0.5474 -3.8884 -1.6558  0.442
H8 -1.0371 -4.5637 -0.0688  0.436
S1 -2.2804 -2.5498 -0.5904  0.310
O3 -2.2008 -1.8556 0.7040  -0.593
C13 -1.6237 -1.3635 -1.8490  -0.207
C14 -2.3413 -0.0276 -1.7658  0.343
O4 -2.9995 0.4112 -2.6872  -0.681
N2 -2.1289 0.6144 -0.6034  0.118
H9 -1.7389 0.0886 0.1685  0.317
C15 -2.7729 1.8696 -0.2786  -0.694
C16 -1.7141 2.9402 -0.0007  -0.957
C17 -2.3783 4.2806 0.2943  -0.682
C18 -3.3299 4.1503 1.4789  -0.650
C19 -4.3740 3.0717 1.2080  -0.978
C20 -3.7156 1.7205 0.9236  0.744
C21 -4.7626 0.6385 0.6720  -1.604
H10 -4.2933 -0.3401 0.6107  0.212
H11 -5.2904 0.8288 -0.2600  0.346
H12 -5.4867 0.6181 1.4835  0.487
H13 -3.1170 1.4302 1.7954  0.349
H14 -5.0395 2.9775 2.0689  0.355
H15 -4.9809 3.3604 0.3469  0.352
H16 -3.8242 5.1058 1.6664  0.344
H17 -2.7607 3.8874 2.3738  0.316
H18 -1.6163 5.0335 0.5061  0.355
H19 -2.9369 4.6064 -0.5856  0.335
H20 -1.0539 3.0269 -0.8658  0.369
H21 -1.1090 2.6312 0.8556  0.275
H22 -3.3523 2.1501 -1.1652  0.488
H23 -1.8006 -1.8138 -2.8232  0.485
H24 -0.5549 -1.2402 -1.6652  0.083
H25 3.5342 -0.4261 2.1051  0.438
H26 5.2640 1.2518 1.7239  0.393
H27 6.0633 3.3662 1.0436  0.334
H28 7.2612 2.0684 0.7678  0.336

Values from the calculation:
**E_LUMO**: 0.61 eV
**Net charge**: 0
**HOMO-LUMO gap**: 8.6 eV
**Molar mass**: 404.532 g/mol
**Highest occupied orbital energy**: -8.0 eV
**Energy relative to the best compared isomer or geometry (same formula, charge and spin)**: 0.971 eV

=====

Computed, not measured: a structure of composition C21H28N2O4S2 at a distorted geometry, with ωB97M-V with the def2-TZVPD basis set.

Last column: Mulliken charge in e.
Positions of all 57 atoms, in Å:
C1 0.4855 -1.7497 -2.9645  -0.221
H1 1.3940 -1.1804 -2.7520  0.156
O1 0.3890 -2.9006 -2.1494  -0.486
C2 0.4259 -2.7453 -0.8076  0.186
C3 0.3507 -3.9173 -0.0485  -0.560
C4 0.3879 -3.8570 1.3276  -0.826
C5 0.5110 -2.6371 1.9755  -0.973
C6 0.5812 -1.4691 1.2311  -0.100
C7 0.5267 -1.5206 -0.1558  1.413
H2 0.5907 -0.6043 -0.7164  0.248
C8 0.6859 -0.1321 1.9261  -1.471
N1 1.5790 0.8100 1.2838  0.279
C9 1.1032 1.7766 0.5042  0.539
N2 -0.1597 1.8865 0.2156  -0.175
C10 -0.4624 2.9651 -0.5465  0.491
O2 0.4048 3.7650 -0.9041  -0.714
C11 -1.9046 3.1292 -0.9411  -1.010
H3 -2.0920 4.2013 -1.0221  0.435
H4 -1.9968 2.7166 -1.9492  0.310
C12 -2.9070 2.4491 0.0014  -0.958
C13 -3.6220 1.2507 -0.6303  0.294
C14 -4.5540 0.5622 0.3860  -1.040
C15 -3.7933 -0.6811 0.8397  -0.539
H5 -3.0336 -0.4126 1.5755  0.088
H6 -4.4461 -1.4355 1.2770  0.467
C16 -3.1224 -1.1486 -0.4458  -0.590
H7 -3.8613 -1.6287 -1.0902  0.368
H8 -2.3120 -1.8543 -0.2665  0.101
C17 -2.6306 0.1553 -1.0771  0.468
H9 -2.5727 0.0777 -2.1629  0.428
H10 -1.6404 0.3961 -0.6937  -0.809
H11 -5.4817 0.2602 -0.1024  0.337
H12 -4.8093 1.2206 1.2156  0.442
H13 -4.2043 1.6123 -1.4832  0.324
H14 -3.6582 3.1792 0.3094  0.465
H15 -2.3807 2.1120 0.8944  0.410
S1 2.2818 2.9321 -0.0255  -0.079
C18 3.6514 1.9795 0.8305  -0.038
C19 4.6571 1.5527 -0.2164  -0.921
H16 4.6823 2.2291 -1.0649  0.526
H17 5.6595 1.3920 0.1723  0.367
S2 4.0334 -0.0773 -0.7127  0.955
O3 2.8382 0.0534 -1.4948  -0.509
O4 5.0760 -0.9139 -1.2306  -0.731
C20 3.6165 -0.5256 1.0001  -0.705
H18 4.5555 -0.7732 1.4850  0.414
H19 2.9341 -1.3683 1.0295  0.362
C21 3.0049 0.7628 1.5346  -0.800
H20 3.1539 0.8238 2.6234  0.484
H21 4.1014 2.6615 1.5533  0.559
H22 -0.3014 0.3404 1.9316  0.399
H23 1.0193 -0.2722 2.9598  0.311
H24 0.5470 -2.5963 3.0542  0.439
H25 0.3278 -4.7670 1.9053  0.400
H26 0.2651 -4.8592 -0.5660  0.481
H27 -0.3892 -1.1053 -2.8348  0.023
H28 0.5149 -2.1203 -3.9876  0.286

Values from the calculation:
**E_LUMO**: 0.23 eV
**Net charge**: 0
**HOMO-LUMO gap**: 8.8 eV
**Molar mass**: 436.599 g/mol
**Highest occupied orbital energy**: -8.5 eV
**Energy relative to the best compared isomer or geometry (same formula, charge and spin)**: 0.289 eV

=====

Computed, not measured: the molecule C21H28N2O5, with ωB97M-V with the def2-TZVPD basis set.

Last column: Mulliken charge in e.
Positions of all 56 atoms, in Å:
C1 -5.2306 -2.4371 2.1575  -1.128
C2 -5.3198 -1.4836 0.9753  -0.321
O1 -4.2815 -0.5019 1.0223  -0.295
C3 -4.4963 0.5795 1.7745  -0.084
O2 -5.5133 0.7961 2.3774  -0.612
C4 -3.2854 1.4973 1.7754  0.573
C5 -2.8766 1.8725 0.3467  -0.490
C6 -1.5926 2.7062 0.3810  -1.173
N1 -0.5461 1.9661 1.0449  0.112
C7 0.4833 1.3185 0.4577  0.885
O3 1.2701 0.6403 1.0879  -0.687
C8 0.6400 1.5073 -1.0553  -1.575
N2 1.6717 0.6311 -1.5605  0.376
C9 2.9005 1.1654 -1.7909  0.307
O4 3.1178 2.3552 -1.6676  -0.678
C10 3.9867 0.1972 -2.2274  0.081
C11 4.8872 -0.2237 -1.0373  0.473
C12 4.1033 -0.8843 0.0942  -1.227
C13 5.6725 0.9792 -0.5239  -1.467
O5 3.5018 -0.9326 -2.9345  -0.537
C14 2.3430 -1.4827 -2.4825  0.224
C15 2.0765 -2.8081 -2.7927  -0.734
C16 0.8992 -3.3989 -2.3690  -0.518
C17 -0.0082 -2.6698 -1.6229  -0.992
C18 0.2414 -1.3406 -1.3239  -0.844
C19 1.4067 -0.7284 -1.7632  1.482
C20 -0.8644 1.6703 2.4281  -1.127
C21 -2.1192 0.7998 2.4895  -0.673
H1 -5.9907 -3.2068 2.0622  0.409
H2 -5.3941 -1.8941 3.0851  0.309
H3 -4.2506 -2.9072 2.1903  0.289
H4 -6.2882 -0.9733 0.9706  0.335
H5 -5.1700 -2.0101 0.0304  0.332
H6 -3.5634 2.4003 2.3280  0.327
H7 -2.7081 0.9601 -0.2282  0.191
H8 -3.6736 2.4410 -0.1346  0.422
H9 -1.7712 3.6224 0.9557  0.398
H10 -1.2891 2.9957 -0.6231  0.542
H11 0.9814 2.5297 -1.2522  0.494
H12 -0.2920 1.3110 -1.5898  0.477
H13 4.6173 0.7312 -2.9498  0.456
H14 5.5907 -0.9591 -1.4476  0.368
H15 3.3513 -0.2144 0.5046  0.139
H16 4.7873 -1.1560 0.8955  0.518
H17 3.6103 -1.7928 -0.2465  0.302
H18 6.2770 1.4140 -1.3166  0.368
H19 4.9965 1.7444 -0.1521  0.304
H20 6.3307 0.6742 0.2860  0.422
H21 2.8068 -3.3562 -3.3662  0.460
H22 0.7003 -4.4311 -2.6124  0.385
H23 -0.9192 -3.1302 -1.2725  0.446
H24 -0.4740 -0.7909 -0.7340  0.343
H25 -1.0239 2.6107 2.9645  0.432
H26 -0.0116 1.1469 2.8626  0.461
H27 -1.9165 -0.1543 1.9992  0.278
H28 -2.3812 0.6042 3.5300  0.443

Values from the calculation:
**SMILES**: CCOC(=O)C1CCN(C(=O)CN2C(=O)[C@@H](C(C)C)Oc3ccccc32)CC1
**E_LUMO**: 0.57 eV
**Net charge**: 0
**HOMO-LUMO gap**: 8.7 eV
**Molar mass**: 388.464 g/mol
**Highest occupied orbital energy**: -8.2 eV
**Energy relative to the best compared isomer or geometry (same formula, charge and spin)**: 0.110 eV

=====

Calculated values (eV) of E for the records, taken in order: -44220.7966 -44237.3340 -55072.2319 -35450.9014.